one | DFT (the ωB97M-V functional and the def2-TZVPD basis) results for a 2-piece molecular cluster, C5H14 overall.

Net charge ... -1
Kohn-Sham gap (spin up / spin down) ... 2.619 / 11.436 eV
Spin multiplicity ... 2
E_HOMO (spin up / spin down) ... 1.521 / -7.158 eV

Element x y z (Å)
H -0.978 -2.119 1.630
H -0.320 0.485 0.052
H -2.040 -1.642 -0.947
C -1.078 -1.997 -0.511
C 1.423 1.353 0.982
H 1.325 2.432 1.113
H 1.029 0.549 -1.160
H 1.155 0.966 1.945
H 0.198 3.248 -0.230
H 0.101 -3.207 0.836
H 2.484 1.120 0.744
C 0.037 2.400 -0.936
H -0.487 -2.463 -1.378
H -1.544 -3.631 0.617
C 0.542 1.070 -0.280
C -0.889 -2.768 0.749
H -1.029 2.354 -1.117
H 0.717 2.829 -1.690
H -0.646 -0.979 -0.419

=====

two | DFT (the ωB97M-V functional and the def2-TZVPD basis) results for a 2-piece molecular cluster, C5H14 overall.

Net charge ... -1
Kohn-Sham gap (spin up / spin down) ... 2.679 / 11.763 eV
Spin multiplicity ... 2
E_HOMO (spin up / spin down) ... 1.532 / -7.430 eV

Element x y z (Å)
H -1.037 2.990 2.460
H 0.798 3.119 2.581
H -1.733 -0.604 -2.501
H -0.594 0.585 2.980
H 1.857 -1.124 -1.354
C -0.313 -1.341 -1.126
C 1.128 -1.794 -0.900
H -0.560 0.659 1.289
C -0.672 -0.906 -2.514
H -1.017 -2.070 -0.710
C -0.059 2.581 2.182
H 0.978 0.697 2.127
C -0.046 1.064 2.163
H 1.234 -2.785 -1.361
H 1.328 -1.910 0.169
H -0.513 -0.491 -0.465
H -0.621 -1.608 -3.343
H -0.114 -0.013 -2.817
H -0.045 2.954 1.141

=====

three | DFT (the ωB97M-V functional and the def2-TZVPD basis) results for a 2-piece molecular cluster, C5H14 overall.

Net charge ... -1
Kohn-Sham gap (spin up / spin down) ... 2.668 / 11.371 eV
Spin multiplicity ... 2
E_HOMO (spin up / spin down) ... 1.572 / -6.999 eV

Element x y z (Å)
C -0.456 0.730 -1.933
H -2.005 -0.239 1.235
H 1.106 1.020 0.846
H -0.528 -1.219 -2.467
C -1.030 0.199 1.352
C 0.117 -0.750 1.416
H -0.144 -1.072 -0.811
H -1.254 1.057 -1.125
H 2.222 -0.274 0.608
H 0.033 -1.451 0.530
H 0.468 1.541 -1.762
H 1.055 -0.850 -1.828
H -1.146 0.858 2.207
H 1.970 0.389 2.188
C 0.013 -0.665 -1.746
H 0.039 -1.194 2.427
H -0.948 0.851 0.475
C 1.395 0.121 1.337
H -0.907 0.950 -2.951

=====

four | DFT (the ωB97M-V functional and the def2-TZVPD basis) results for a 2-piece molecular cluster, C5H14 overall.

Net charge ... -1
Kohn-Sham gap (spin up / spin down) ... 2.730 / 12.138 eV
Spin multiplicity ... 2
E_HOMO (spin up / spin down) ... 1.547 / -7.776 eV

Element x y z (Å)
H -1.031 1.514 0.085
H -0.354 -3.476 2.006
C 1.499 0.876 -1.693
H 1.045 2.937 -1.541
H -0.180 -3.089 0.321
H -0.146 -0.865 1.156
C -0.822 -2.940 1.178
H -1.778 -3.418 0.942
C -0.062 2.014 0.045
H -0.306 2.014 -2.105
H 2.518 1.085 -1.376
H 1.463 0.718 -2.779
H -0.170 3.020 0.447
C 0.505 2.003 -1.378
H 1.154 -0.073 -1.282
H -1.935 -1.019 1.139
H -0.939 -1.308 2.580
C -1.003 -1.447 1.499
H 0.545 1.453 0.756

=====

In order of decreasing stability: four, two, one, three.

=====

one | DFT (the ωB97M-V functional and the def2-TZVPD basis) results for the molecule C14H11N3O3.

Kohn-Sham gap ... 6.940 eV
E_HOMO ... -7.494 eV
Structure (SMILES) ... Cn1c(O)nc2ccc(-c3cccc([N+](=O)[O-])c3)cc21

Element x y z (Å)
C -1.519 -3.591 1.208
N 0.967 3.323 -0.445
N 0.015 3.143 -2.570
C 0.734 3.935 -1.655
C 0.841 -1.961 0.697
C -0.267 2.084 -1.817
C -0.835 -0.278 -1.571
H 1.774 -1.498 0.244
O -2.533 -5.551 1.644
H 3.104 3.342 0.238
H 1.976 4.616 1.090
C -0.072 1.178 0.413
C -0.833 0.837 -2.343
O -3.701 -3.780 1.347
H 0.239 1.260 1.508
C -0.518 -0.083 -0.215
H -0.082 -4.992 2.057
H 1.920 -3.720 1.255
C 0.229 2.136 -0.460
H -1.191 0.914 -3.323
C -0.242 -4.007 1.541
C -0.368 -1.347 0.487
H -1.172 -1.173 -1.958
C 2.063 3.545 0.589
H 1.808 5.378 -1.314
C 0.891 -3.313 1.163
H -2.266 -1.694 0.479
H 1.970 2.871 1.480
O 1.205 4.988 -1.978
C -1.494 -2.207 0.748
N -2.644 -4.354 1.458

=====

two | DFT (the ωB97M-V functional and the def2-TZVPD basis) results for the molecule C14H11N3O3.

Kohn-Sham gap ... 8.519 eV
E_HOMO ... -8.871 eV
Structure (SMILES) ... O=C(N/N=C/c1ccccc1C(=O)O)c1ccncc1

Element x y z (Å)
H 3.933 -3.441 0.175
H 1.694 -2.391 0.125
C -4.985 1.689 0.406
O 2.556 2.485 0.493
O -2.200 -2.122 0.332
C 1.085 0.132 -0.089
C 3.602 1.883 -0.103
C -2.259 -0.930 0.155
C 4.839 -0.203 -0.071
C 2.429 -0.402 -0.008
H 5.708 0.435 -0.135
H -5.175 2.687 0.778
C 3.838 -2.369 0.101
N -1.153 -0.127 0.015
C -3.550 -0.183 0.046
H -1.273 0.865 -0.209
N 0.082 -0.629 0.101
H 2.688 3.446 0.473
N -6.012 1.088 -0.166
H 0.954 1.192 -0.324
H 5.955 -2.021 0.014
C -4.640 -0.825 -0.535
H -2.939 1.640 1.042
H -6.714 -0.597 -1.073
C -3.732 1.107 0.538
O 4.500 2.528 -0.583
C 3.581 0.402 -0.065
C 2.587 -1.789 0.080
C 4.973 -1.573 0.014
C -5.842 -0.142 -0.621
H -4.532 -1.833 -0.903

=====

In order of decreasing stability: two, one.

=====

one | DFT (the ωB97M-V functional and the def2-TZVPD basis) results for a 2-piece molecular cluster, C5H15NO overall.

Kohn-Sham gap ... 9.210 eV
E_HOMO ... -8.227 eV
Structure (SMILES) ... CCNC(C)C.O

Element x y z (Å)
H 1.723 -1.568 -0.053
H 4.524 5.457 1.320
H -1.808 -2.589 0.937
H 5.288 4.647 0.286
H -2.603 1.291 0.834
C -1.600 -2.532 -0.114
H -0.019 1.027 -0.713
H -2.220 2.253 -0.466
H -0.231 1.626 0.920
H 0.153 -0.605 1.380
H -2.470 -2.325 -0.745
C 0.897 -2.107 -0.526
N -0.529 -0.456 0.656
H 0.977 -3.098 -0.051
H -2.544 0.519 -0.776
C -0.498 -1.491 -0.389
H -1.250 -3.489 -0.498
O 4.505 4.617 0.842
C -0.624 0.921 0.192
C -2.081 1.232 -0.127
H -0.685 -0.992 -1.335
H 1.095 -2.336 -1.574

=====

two | DFT (the ωB97M-V functional and the def2-TZVPD basis) results for a 2-piece molecular cluster, C5H15NO overall.

Kohn-Sham gap ... 9.567 eV
E_HOMO ... -8.654 eV
Structure (SMILES) ... CC(C)CCN.O

Element x y z (Å)
H -1.782 -0.056 -1.028
H 0.312 1.527 -1.014
C -2.411 0.471 0.907
H -3.439 0.307 0.586
H 0.120 -2.017 -1.576
H -2.350 1.491 1.299
H 2.259 -2.623 -0.773
H -0.331 2.105 0.541
N 1.678 -2.117 -0.127
H -1.050 -1.719 0.507
H 3.613 2.029 -0.410
C 0.577 -1.407 -0.786
C -0.392 -0.890 0.250
H 1.039 -0.544 -1.283
O 3.222 1.238 -0.027
H -2.197 -0.122 1.802
H -1.189 2.303 -0.950
H 1.416 -2.622 0.702
C -0.581 1.589 -0.386
C -1.275 0.271 -0.122
H 2.645 1.544 0.688
H 0.118 -0.758 1.199

=====

three | DFT (the ωB97M-V functional and the def2-TZVPD basis) results for a 2-piece molecular cluster, C5H15NO overall.

Kohn-Sham gap ... 10.339 eV
E_HOMO ... -9.484 eV
Structure (SMILES) ... CC(C)(C)O.CN

Element x y z (Å)
H -1.889 -1.671 -0.637
O -0.108 -0.834 1.169
H -1.380 2.033 -0.027
C -0.567 1.383 0.290
H 3.116 -0.440 0.627
H 0.746 -0.689 0.716
C 2.637 -0.492 -1.357
H -0.622 -0.760 -1.459
H 2.638 -1.577 -1.393
H 3.586 -0.133 -1.780
H -2.609 -1.008 1.705
C -1.087 -0.039 0.531
H 2.432 0.948 0.085
H -2.246 -0.072 -1.306
H -2.015 0.497 2.403
C -1.491 -0.675 -0.809
N 2.395 -0.066 0.013
H 0.197 1.384 -0.484
H -0.141 1.781 1.209
H 1.821 -0.120 -1.987
H -3.119 0.544 1.018
C -2.293 0.006 1.474

=====

four | DFT (the ωB97M-V functional and the def2-TZVPD basis) results for a 2-piece molecular cluster, C5H15NO overall.

Kohn-Sham gap ... 9.651 eV
E_HOMO ... -8.930 eV
Structure (SMILES) ... CC(C)CCN.O

Element x y z (Å)
N -0.886 2.356 -0.770
H 1.630 -1.997 -1.212
H -4.497 -1.879 1.341
H -0.803 2.945 -1.609
C 2.252 -1.118 -1.236
H 1.097 -1.478 1.870
H -0.296 -0.395 -0.345
H 1.864 -2.246 0.678
H 2.599 0.507 0.170
C 1.975 -1.290 1.232
C 0.476 0.373 0.092
H 0.655 1.608 -1.827
C 0.452 1.649 -0.722
H 3.253 -1.476 -1.308
C 1.866 -0.241 0.121
H 2.162 -0.529 -2.082
H 0.139 0.567 1.081
H -5.450 -1.423 0.508
H 1.236 2.492 -0.443
O -5.101 -1.185 1.349
H -1.612 1.647 -0.835
H 2.905 -1.587 1.690

=====

In order of decreasing stability: three, two, one, four.

=====

one | DFT (the ωB97M-V functional and the def2-TZVPD basis) results for a 2-piece molecular cluster, C5H15NO overall.

Kohn-Sham gap ... 8.336 eV
E_HOMO ... -7.463 eV
Structure (SMILES) ... CCN(C)CC.O

Element x y z (Å)
H -2.518 0.507 -1.031
O 2.814 -0.619 4.424
C 0.384 -0.019 0.105
C -1.297 1.401 -2.469
C -1.699 0.163 -1.683
H 0.173 0.051 1.180
H -2.037 -0.645 -2.323
N -0.724 -0.398 -0.750
H -0.541 1.155 -3.217
H 0.678 2.097 -0.174
C -1.278 -1.648 -0.203
H -0.889 2.212 -1.873
H -2.278 -1.885 -0.548
H -2.210 1.708 -2.980
H -1.277 -1.509 0.885
H 1.022 -0.907 -0.002
H 1.408 1.077 -1.472
C 1.182 1.165 -0.414
H -0.613 -2.503 -0.373
H 2.972 -0.193 5.274
H 2.122 1.196 0.132
H 2.363 -1.437 4.662

=====

two | DFT (the ωB97M-V functional and the def2-TZVPD basis) results for a 4-piece molecular cluster, C5H15NO overall.

Kohn-Sham gap ... 8.623 eV
E_HOMO ... -7.925 eV

Element x y z (Å)
H 0.981 1.984 0.749
C -0.988 -1.594 -1.063
H 0.794 -0.660 -0.263
H -1.522 1.715 -0.200
H -0.425 -2.450 -0.685
H -2.047 -0.890 1.404
H 1.733 -0.633 -0.156
H -2.684 0.495 -0.715
H -0.849 0.327 1.835
H -2.052 -1.865 -1.038
O 3.102 0.774 1.281
C -1.629 0.790 -0.772
C -1.009 -0.577 1.240
C -0.728 -0.331 -0.239
H 2.481 0.896 2.010
H -0.367 -1.365 1.643
C 2.427 0.798 0.091
H -1.405 1.020 -1.816
N 1.320 1.540 -0.100
H 3.121 0.677 -0.732
H -0.710 -1.447 -2.110
H 0.457 0.796 -0.363

=====

three | DFT (the ωB97M-V functional and the def2-TZVPD basis) results for a 2-piece molecular cluster, C5H15NO overall.

Kohn-Sham gap ... 9.029 eV
E_HOMO ... -8.378 eV
Structure (SMILES) ... CCNC(C)C.O

Element x y z (Å)
H -0.600 -1.631 -3.467
H -1.554 -2.858 -3.223
C 0.362 -0.820 1.769
H 1.356 -1.285 1.552
H 1.194 2.391 -0.518
H 2.260 0.869 1.825
H 3.160 1.964 0.845
H 2.286 0.585 0.180
H -0.104 -1.665 2.350
O -1.292 -2.294 -3.899
H -2.410 0.122 0.333
H 0.545 0.074 2.328
H 0.382 -0.689 -0.376
H 0.636 3.113 1.108
C -0.194 -0.289 0.495
H -2.112 -1.238 1.321
H -1.852 -1.280 -0.453
N -0.243 1.178 0.410
H -1.009 1.324 -0.176
C 0.924 2.147 0.504
C -1.669 -0.728 0.457
C 2.220 1.410 0.891

=====

four | DFT (the ωB97M-V functional and the def2-TZVPD basis) results for a 2-piece molecular cluster, C5H15NO overall.

Kohn-Sham gap ... 9.638 eV
E_HOMO ... -8.940 eV
Structure (SMILES) ... CCCCCN.O

Element x y z (Å)
H -2.849 1.084 -1.785
H 0.038 0.819 1.079
H -2.525 -0.682 -1.704
C 1.052 -1.686 0.739
H 2.457 -0.626 1.736
H -1.029 -1.874 0.369
H 1.317 -2.467 1.454
C -1.091 0.451 -0.664
C -2.545 0.257 -1.148
O 1.524 2.182 -1.294
H -0.430 -0.151 -1.290
H 1.422 2.814 -1.987
H 1.858 0.205 0.458
N 2.105 -0.697 0.798
H 1.017 -2.193 -0.227
H -0.773 -1.633 2.049
H -0.768 1.458 -0.921
H 1.742 2.575 -0.455
H -3.350 0.169 -0.419
C -0.813 0.187 0.822
C -0.431 -1.283 1.075
H -1.640 0.456 1.473

=====

In order of decreasing stability: four, one, three, two.